# 1
This record from the Open Molecules 2025 dataset describes a 4-piece molecular cluster, C34H66BN3O4 overall in a non-equilibrium geometry. The level of theory is ωB97M-V/def2-TZVPD.

## Properties
- Energy: -49653.747 eV
- Frontier orbital gap: 7.146 eV
- Spin multiplicity: 1
- Total charge: 0
- SMILES: CCCCNc1cc(B(N)O)c2c(c1CCOCC)C(=O)NC2=O.CCCCCC.CCCCCC.CCCCCC

Each line ends with the Löwdin charge.
Atoms and positions in Å:
C -7.3268 -1.6558 0.3680  -0.150
C -6.8722 -3.1947 0.7734  -0.259
C -5.4102 -3.1375 1.5471  -0.196
C -4.2895 -2.7618 0.3949  -0.218
N -3.4832 -1.5366 0.7923  -0.047
C -2.1131 -1.5145 0.1358  -0.081
C -1.8236 -0.2391 -0.9059  0.073
C -0.3473 -0.1188 -1.6806  0.023
B -0.0773 1.1740 -2.6602  -0.460
N 1.0449 2.1374 -2.2626  0.093
O -0.8918 1.4561 -3.8586  0.034
C 0.8094 -1.2615 -1.4720  0.002
C 0.4826 -2.4928 -0.4404  0.029
C -0.9277 -2.6368 0.3828  -0.031
C -1.1278 -3.8852 1.4281  -0.120
C -1.6022 -3.1932 2.8743  -0.194
O -1.1837 -4.0132 4.0335  -0.211
C -2.4139 -4.4948 4.6831  -0.246
C -2.9723 -5.7455 3.7448  -0.099
C 1.8433 -3.4060 -0.4861  -0.220
O 2.3113 -4.3392 0.3610  -0.009
N 2.5574 -2.9428 -1.7734  0.048
C 2.3093 -1.4559 -2.1043  -0.219
O 3.1219 -0.6177 -2.7660  -0.011
H -7.8834 -1.1028 1.2363  0.078
H -8.0169 -1.7309 -0.5861  0.084
H -6.4037 -0.9771 0.0328  0.061
H -7.6936 -3.5966 1.5309  0.111
H -6.8703 -3.9031 -0.1746  0.116
H -5.4494 -2.3889 2.4462  0.119
H -5.2077 -4.2347 1.9698  0.102
H -3.6329 -3.7175 0.1784  0.119
H -4.8760 -2.5486 -0.6218  0.127
H -4.0324 -0.6664 0.5759  0.098
H -2.6766 0.5804 -1.0676  0.097
H 0.7093 2.5417 -1.3406  0.089
H 1.8676 1.5467 -2.0065  0.043
H -1.0165 2.4697 -3.8350  0.126
H -0.0463 -4.3603 1.5882  0.129
H -1.8892 -4.6929 1.0561  0.101
H -1.1714 -2.0942 2.9052  0.143
H -2.7766 -3.1077 2.8001  0.097
H -2.1122 -4.9241 5.7317  0.128
H -3.2246 -3.6520 4.8631  0.128
H -3.9301 -6.1661 4.2728  0.081
H -3.2707 -5.4190 2.6575  0.046
H -2.0800 -6.5336 3.6925  0.104
H 2.0466 -3.4117 -2.5774  0.148
C -8.2608 5.0731 2.3680  -0.116
C -7.7934 4.8826 0.9340  -0.274
C -8.1036 3.4910 0.3755  -0.226
C -7.4239 2.3254 1.1034  -0.227
C -5.8960 2.3932 1.1644  -0.267
C -5.2378 2.3521 -0.2059  -0.120
H -7.7570 4.3863 3.0533  0.066
H -8.0456 6.0929 2.7021  0.071
H -9.3419 4.9120 2.4496  0.077
H -6.7201 5.0923 0.8667  0.099
H -8.2916 5.6281 0.3032  0.106
H -7.8279 3.4691 -0.6850  0.101
H -9.1891 3.3307 0.4061  0.111
H -7.7184 1.3911 0.6088  0.091
H -7.8129 2.2580 2.1261  0.104
H -5.5339 1.5394 1.7494  0.099
H -5.5724 3.2916 1.7007  0.103
H -5.5135 1.4390 -0.7435  0.066
H -4.1482 2.3671 -0.1012  0.060
H -5.5231 3.2129 -0.8178  0.071
C 4.0687 -0.0662 1.0824  -0.093
C 4.2853 1.0586 0.0828  -0.270
C 5.5009 1.9316 0.4071  -0.225
C 5.4318 2.6828 1.7417  -0.223
C 4.2257 3.6100 1.9096  -0.275
C 4.1922 4.7418 0.8945  -0.116
H 3.8686 0.3168 2.0866  0.070
H 3.2110 -0.6766 0.7829  0.057
H 4.9477 -0.7191 1.1301  0.080
H 3.3794 1.6714 0.0178  0.092
H 4.4298 0.6185 -0.9108  0.073
H 5.6448 2.6494 -0.4084  0.101
H 6.3990 1.3004 0.4126  0.103
H 6.3509 3.2719 1.8539  0.110
H 5.4367 1.9610 2.5668  0.102
H 4.2605 4.0461 2.9151  0.104
H 3.2922 3.0397 1.8550  0.097
H 5.0986 5.3523 0.9616  0.076
H 3.3318 5.3918 1.0831  0.069
H 4.1042 4.3651 -0.1287  0.066
C 9.5974 0.6553 -4.8755  -0.119
C 8.3552 -0.2206 -4.8453  -0.275
C 7.1994 0.3945 -4.0511  -0.222
C 7.4775 0.6272 -2.5616  -0.223
C 7.8808 -0.6182 -1.7683  -0.266
C 6.7990 -1.6865 -1.7367  -0.102
H 10.0079 0.8115 -3.8744  0.065
H 10.3760 0.1842 -5.4837  0.069
H 9.3727 1.6344 -5.3138  0.076
H 8.6120 -1.2081 -4.4462  0.099
H 8.0192 -0.3842 -5.8759  0.104
H 6.3175 -0.2465 -4.1617  0.101
H 6.9294 1.3564 -4.5060  0.111
H 6.5785 1.0622 -2.1066  0.087
H 8.2640 1.3829 -2.4514  0.104
H 8.1015 -0.3166 -0.7375  0.098
H 8.8071 -1.0448 -2.1679  0.099
H 5.8754 -1.2931 -1.2998  0.055
H 7.1260 -2.5360 -1.1284  0.074
H 6.5740 -2.0642 -2.7384  0.071

# 2
This record from the Open Molecules 2025 dataset describes a 9-piece molecular cluster, CH20O9 overall in a non-equilibrium geometry. The level of theory is ωB97M-V/def2-TZVPD.

## Properties
- Energy: -19786.766 eV
- Frontier orbital gap: 7.774 eV
- Spin multiplicity: 1
- Total charge: 0

Each line ends with the Löwdin charge.
Atoms and positions in Å:
O -12.6508 10.8609 -10.4105  0.234
H -13.5615 10.5862 -10.2301  0.164
H -12.2714 10.3771 -11.1941  0.102
H -12.4423 11.8516 -10.5526  0.128
C -9.9760 12.5223 -11.5271  -0.256
O -11.2701 12.9439 -11.1880  -0.417
H -9.6682 11.6332 -10.9635  0.067
H -10.0010 12.2393 -12.6046  0.058
H -9.1864 13.2851 -11.5301  0.067
O -11.2883 9.5155 -12.3643  -0.032
H -12.0954 9.2747 -12.8391  0.091
H -10.6720 9.7876 -13.0588  0.097
O -7.6024 16.1151 -11.1354  -0.095
H -7.3854 15.3769 -11.7101  0.010
H -8.5472 15.9860 -10.9157  -0.031
O -12.3618 14.1704 -13.3705  -0.097
H -12.1985 13.5685 -14.1015  0.019
H -11.9363 13.7447 -12.5848  -0.028
O -10.1757 15.8229 -10.3265  -0.044
H -10.6134 16.6805 -10.3556  0.066
H -10.8472 15.1912 -10.6254  0.034
O -9.2126 15.3494 -13.7030  -0.054
H -9.7480 16.1155 -13.4773  0.041
H -9.7088 14.6020 -13.3526  -0.007
O -9.4617 8.7571 -10.4061  -0.060
H -8.7659 8.1734 -10.7230  0.038
H -9.9987 8.9593 -11.1848  -0.028
O -10.7872 13.4376 -8.3298  -0.071
H -11.4425 14.1182 -8.1538  0.026
H -11.0376 13.0831 -9.2003  -0.022

# 3
This record from the Open Molecules 2025 dataset describes a 3-piece molecular cluster, C5H14NO2 overall in a non-equilibrium geometry. The level of theory is ωB97M-V/def2-TZVPD.

## Properties
- Energy: -10984.720 eV
- Frontier orbital gap: 4.616 eV
- Spin multiplicity: 1
- Total charge: +1

Each line ends with the Löwdin charge.
Atoms and positions in Å:
C -1.7903 1.8787 0.1524  -0.034
C -2.0927 0.3708 0.1034  -0.200
C -1.2104 -0.3221 -0.8531  0.133
C -0.1192 -1.0828 -0.4347  -0.037
N 0.7597 -1.6782 -1.2352  0.104
C 2.1726 -1.4984 -0.9066  -0.004
H -2.5402 2.3911 0.7522  0.099
H -0.7961 2.0077 0.5782  0.071
H -1.7582 2.3196 -0.8496  0.091
H -1.9698 -0.0628 1.0924  0.104
H -3.1491 0.1972 -0.1710  0.158
H -1.4078 -0.1392 -1.9083  0.152
H 0.0457 -1.2285 0.6350  0.120
H 0.5395 -1.5617 -2.2229  0.172
H 2.7857 -2.0656 -1.6048  0.108
H 2.4258 -0.4242 -0.9353  0.104
H 1.1510 0.5048 1.3021  -0.043
H 0.3198 -0.0194 3.0031  0.028
O 0.1484 0.0134 2.0552  -0.204
H 2.3443 -1.8712 0.1037  0.120
H 2.3843 1.4539 0.8610  0.068
O 1.7569 0.8168 0.4828  -0.112

# 4
This record from the Open Molecules 2025 dataset describes C8H26ClO14P2 as an isolated structure in a non-equilibrium geometry. The level of theory is ωB97M-V/def2-TZVPD.

## Properties
- Energy: -68471.356 eV
- Frontier orbital gap: 9.434 eV
- Spin multiplicity: 1
- Total charge: -1

Each line ends with the Löwdin charge.
Atoms and positions in Å:
Cl -1.4380 0.8197 -1.9405  0.768
O -1.9160 1.2791 -3.2159  -0.288
O -0.5626 1.7665 -1.3730  -0.329
O -2.6797 0.5380 -1.2647  -0.265
O -0.7501 -0.4199 -2.1427  -0.440
C -3.5460 -0.8453 1.3330  -0.112
O -2.6786 0.2510 1.6342  -0.242
P -1.2833 -0.1083 2.4701  0.543
O -1.5600 -1.1048 3.5571  -0.251
O -0.2939 -0.6576 1.2941  -0.238
C -0.3066 -0.0376 -0.0041  -0.190
O -0.6611 1.3360 2.9513  -0.213
C -1.3791 1.8509 4.1024  -0.116
H -4.4900 -0.6322 1.8346  0.082
H -3.1627 -1.8171 1.6441  0.087
H -3.7917 -0.8577 0.2712  0.071
H 0.7405 0.0321 -0.2985  0.033
H -0.8093 0.9246 -0.1021  0.064
H -0.8316 -0.6841 -0.7073  0.038
H -2.4620 1.7439 4.0401  0.083
H -1.0927 2.8781 4.3279  0.084
H -1.1369 1.3154 5.0205  0.079
C 2.7771 -0.5779 0.1593  -0.157
O 3.2131 -1.8782 0.1504  -0.198
P 2.1634 -3.1133 0.3949  0.554
O 2.3996 -4.5695 -0.0305  -0.293
O 1.9977 -3.0033 1.9987  -0.211
C 1.6059 -1.8178 2.6809  -0.118
O 0.6934 -2.5329 -0.0567  -0.215
C 0.3582 -2.1840 -1.4334  -0.084
H 1.7440 -0.3578 -0.1096  0.028
H 3.2799 -0.1153 -0.6900  0.099
H 3.2595 -0.0529 0.9837  0.106
H 2.3613 -1.0338 2.7330  0.085
H 1.2892 -2.0667 3.6937  0.089
H 0.6681 -1.4135 2.3000  0.017
H -0.6582 -2.4016 -1.7617  0.116
H 1.0090 -2.5715 -2.2172  0.109
H 0.4778 -1.1050 -1.5309  0.040
C 0.0646 1.5862 -5.1774  -0.231
O 0.1974 0.4507 -4.4486  -0.118
H -0.8082 1.7238 -5.8156  0.073
H 0.1540 2.4399 -4.5056  0.078
H 0.8750 1.6369 -5.9046  0.073
H -0.4619 0.4664 -3.7509  -0.013
C 1.3081 2.8151 0.0369  -0.094
O 1.5499 1.5825 -0.6559  -0.212
H 0.5354 3.4609 -0.3800  0.076
H 0.9746 2.5964 1.0513  0.075
H 2.2820 3.2895 -0.0835  0.086
H 0.7814 1.1759 -1.0629  -0.008

E_LUMO values (in eV) by entry order: -1.519 -1.180 -8.638 2.693.